Computed, not measured: a molecular structure, C26H17Cl5F10N7O2S3W at a distorted geometry, with ωB97M-V with the def2-TZVPD basis set.

The geometry in XYZ format:
```
71
Properties=species:S:1:pos:R:3:forces:R:3:lowdin_charge:R:1
W 0.150187 -0.178666 -0.264599 -0.5228 -0.1327 0.7422 1.766
Cl 2.359500 1.611503 -5.595401 -0.0250 -0.0255 0.0365 0.701
Cl 2.214264 1.962062 -2.607132 -0.2370 -0.0282 -0.1681 0.717
Cl 0.615345 -0.459331 -7.068076 -0.0018 -0.0169 0.0029 0.726
Cl -1.681987 -1.917158 -2.497584 0.0574 0.0598 0.0057 0.754
Cl -1.402968 -2.189338 -5.479045 0.0146 0.0056 -0.0500 0.716
S 1.389005 2.848611 0.594300 -0.2480 0.4898 0.4304 0.822
S -1.490582 3.020508 -2.551172 -0.0854 -0.1645 0.1702 0.776
S -2.631454 1.570954 -1.042097 -0.1854 -0.1343 -0.7066 0.734
F -1.272826 -6.703103 0.891274 0.0184 0.0549 -0.0058 0.148
F -2.808317 2.287226 3.914055 0.0005 0.0027 0.0011 0.140
F -0.856101 1.922426 2.165133 -0.0206 -0.1706 0.0894 0.035
F 0.536651 -5.260487 -0.277547 -0.0365 -0.0684 0.0003 0.096
F -0.590314 -2.631134 3.498321 0.1631 0.0964 -0.0893 0.116
F -2.043596 -1.402055 0.629619 -0.2464 0.0996 0.0508 0.011
F -3.510728 -5.624376 1.980668 0.0031 0.0011 -0.0091 0.156
F -3.638234 0.252453 5.525728 -0.0048 0.0123 -0.0151 0.155
F -2.469332 -2.190404 5.287535 0.0287 0.0735 -0.0583 0.149
F -3.875421 -2.910209 1.807205 0.0488 0.0293 -0.0068 0.146
O -3.003080 2.386959 0.098627 -0.1349 0.0960 0.3021 -0.485
O 2.641086 3.439213 0.184856 0.1831 0.0027 -0.2298 -0.477
N 0.366712 -0.558127 1.750834 -0.2862 -0.0467 -0.4185 -0.138
N 0.947203 1.569463 0.013710 0.2719 -0.1787 -0.3966 -0.552
N 2.497803 -0.726212 -0.102347 -0.1697 -0.0679 -0.1147 -0.276
N -1.753014 4.723181 -0.434490 0.2405 0.0578 -0.1127 0.065
N 0.329629 -2.291870 -0.342083 -0.3786 0.2978 -0.1875 -0.173
N 0.023807 5.035317 -1.660560 0.1164 0.2589 -0.1882 0.041
N -1.430409 0.633530 -0.644112 1.1265 -0.6339 0.6248 -0.545
C 0.085878 6.162210 -0.715641 -0.0357 -0.1200 0.0205 -0.094
C -1.069489 4.302875 -1.489716 -0.1612 0.1001 0.4138 -0.755
C -2.602739 -4.851230 1.404787 -0.1147 -0.0774 0.0598 -0.134
C -1.808438 -2.723181 0.718198 -0.0834 0.0296 -0.0077 -0.199
C 2.636630 -1.907242 -0.987732 0.2096 0.1630 0.0164 -0.183
C -1.250536 0.863456 2.895110 -0.0338 0.2980 0.0028 -0.151
C -0.359924 -1.114481 -4.643340 -0.0461 -0.0997 0.0680 -0.713
C -2.781758 -3.488053 1.317345 -0.0752 -0.0006 0.0279 -0.142
C -0.625430 -0.368873 2.738180 0.4252 0.1441 -0.2197 -0.159
C -1.094669 5.856156 0.233603 0.0238 -0.1122 -0.1381 -0.086
C -0.495155 -4.590514 0.255623 0.0191 -0.1069 -0.0128 -0.123
C -2.072736 -1.180220 4.521084 0.0239 -0.1704 0.0550 -0.133
C 1.595075 -2.934730 -0.706213 -0.1610 -0.0900 0.0291 -0.198
C 0.455474 -0.171702 -2.507662 -0.0922 -0.0047 -0.0941 -0.302
C 1.324728 0.581718 -4.684359 0.1230 0.0838 -0.0089 -0.707
C -1.069627 -1.381466 3.590558 -0.1253 -0.1813 0.0450 -0.146
C 2.711109 -1.011374 1.347716 0.1234 0.0499 -0.1428 -0.150
C -2.260996 1.080478 3.809105 -0.0661 0.0532 0.0335 -0.133
C 3.616267 0.169160 -0.496127 -0.0577 0.0327 0.1378 -0.097
C -1.457281 -5.388302 0.855953 0.0988 -0.1402 -0.0346 -0.130
C 1.476173 -1.442682 2.095968 -0.1603 0.0490 0.2402 -0.195
C 1.267337 0.663628 -3.288786 0.0699 0.1237 -0.0593 -0.667
C 0.532759 -0.333043 -5.363162 0.0184 0.0115 -0.1256 -0.711
C -2.678535 0.053777 4.635098 -0.1076 0.1126 0.0645 -0.130
C -0.402858 -1.008671 -3.252747 0.0888 0.0375 0.0152 -0.661
C -0.612552 -3.191593 0.188283 0.2786 0.0784 -0.1424 -0.200
H 0.560270 4.984309 -2.511888 0.1100 -0.0428 0.0601 0.149
H 1.221055 -2.481153 1.902101 -0.0469 -0.1239 -0.0601 0.105
H -1.782120 6.693675 0.309726 -0.0418 0.0211 0.0244 0.126
H 1.926028 -3.578707 0.107718 0.0226 -0.0062 0.0384 0.123
H 3.635939 -2.340058 -0.884379 0.0318 0.0045 0.0392 0.143
H 3.491571 1.160672 -0.070746 0.0316 -0.0503 -0.0275 0.047
H 3.518390 -1.741188 1.457965 0.0051 -0.0180 0.0135 0.143
H 3.672317 0.244575 -1.574468 0.0217 -0.0176 0.0471 0.049
H -0.771422 5.579531 1.235822 0.0369 -0.0669 -0.0181 0.122
H 1.700337 -1.357605 3.160102 -0.0260 -0.0519 0.0763 0.142
H 3.050098 -0.074392 1.788691 0.0421 0.0406 -0.0264 0.127
H -2.468054 4.145157 -0.011711 -0.1129 0.0271 0.0155 0.100
H -0.040373 7.108973 -1.235227 -0.0286 0.0142 -0.0566 0.126
H 1.042936 6.167391 -0.201224 0.0511 -0.0033 0.0071 0.116
H 4.543490 -0.274248 -0.125081 0.0428 0.0366 -0.0028 0.109
H 2.541490 -1.537111 -2.004582 0.0201 0.0328 -0.0580 0.108
H 1.486501 -3.566853 -1.589532 -0.0317 -0.0301 -0.0147 0.138
```
Forces are in eV/Å.

Total charge   +1
Gap between HOMO and LUMO   5.79 eV
Total energy   -165872.73732 eV
Lowest unoccupied orbital energy   -4.954 eV
Energy above the lowest of the compared OMol25 structures with the same formula, charge and spin   3.1 kcal per mole
Strongest force on any atom   0.02792 Eh/bohr

***

Computed, not measured: a molecular structure, IN2O14S2Sr at a distorted geometry, with ωB97M-V with the def2-TZVPD basis set.

The geometry in XYZ format:
```
20
Properties=species:S:1:pos:R:3:forces:R:3:nbo_charge:R:1
I 6.278105 2.637638 -6.969425 0.0628 -1.6127 0.5246 -0.761
Sr 6.151870 5.267055 -8.225054 0.3119 1.5995 1.0344 1.815
S 5.606930 6.350952 -5.202100 2.4318 3.9688 -1.2384 2.615
S 2.639076 4.234599 -9.248847 -3.6819 -3.8140 -0.1354 2.570
O 10.754868 6.830387 -8.612013 0.8743 -0.3745 1.5880 -0.596
O 6.536776 5.592376 -4.433724 0.9153 -2.0873 2.3238 -1.081
O 8.797956 6.470287 -7.833025 -0.0102 -0.4859 -0.3109 -0.543
O 6.381307 6.884975 -6.363987 0.7896 -0.8009 -3.0765 -1.216
O 1.412203 3.880352 -8.511667 0.4995 -1.0025 -0.1010 -1.056
O 7.900242 2.804854 -11.603882 -1.3846 -0.1855 -0.3747 -0.611
O 5.230975 7.613234 -4.599513 -1.7621 1.6077 2.8897 -1.139
O 4.481310 5.645158 -5.707480 -2.8166 -2.4745 -1.0295 -1.093
O 3.026952 3.256540 -10.288508 0.0864 0.0621 0.7569 -0.935
O 3.721379 4.462190 -8.314133 2.5101 0.4043 1.1520 -0.832
O 10.391118 6.336998 -6.418779 1.3160 0.1342 -1.6869 -0.554
O 6.951014 4.296744 -10.349725 -5.5476 0.9437 1.8171 -0.600
O 2.350455 5.467761 -9.883522 0.2120 4.2696 -2.1239 -0.922
O 8.894168 4.501209 -10.884414 3.9262 2.4467 -0.4508 -0.505
N 7.875038 3.895985 -10.967811 3.1183 -3.2964 -1.5949 0.740
N 10.025741 6.513659 -7.618827 -1.8512 0.6977 0.0361 0.706
```
Forces are in eV/Å.

Multiplicity   2
Total charge   -4
Gap between HOMO and LUMO (spin up / spin down)   4.90 / 3.15 eV
Total energy   -62240.55040 eV
Lowest unoccupied orbital energy (spin up / spin down)   8.709 / 7.012 eV
Strongest force on any atom   0.11500 Eh/bohr

***

Question: Number 1 is which compound?
Answer: C26H17Cl5F10N7O2S3W